Here is the molecule C21H14N4O7 from the Open Molecules 2025 dataset. Energies are from the ωB97M-V functional and the def2-TZVPD basis.

HOMO-LUMO gap: 8.0 eV
Largest force on an atom: 0.72 eV/Å
2S+1: 1
Total energy: -1554.51227 a.u.
SMILES string: CC(=O)Oc1cccc(N2C(=O)c3ccc(C(=O)Nc4c[nH]c(=O)[nH]c4=O)cc3C2=O)c1
Charge: 0

Each atom is followed by the atoms it is bonded to, with distances in Å.
CARTESIAN COORDINATES (ANGSTROEM)
1 C 8.433 3.068 -0.498  C2 1.505, H44 1.086, H45 1.085, H46 1.088
2 C 8.017 1.628 -0.365  C1 1.505, O3 1.199, O4 1.347
3 O 8.714 0.680 -0.598  C2 1.199
4 O 6.737 1.565 0.048  C2 1.347, C5 1.385
5 C 6.087 0.369 0.304  O4 1.385, C6 1.389, C10 1.387
6 C 4.719 0.372 0.062  C5 1.389, C7 1.386, H43 1.077
7 C 3.975 -0.764 0.342  C6 1.386, C8 1.390, N14 1.416
8 C 4.592 -1.902 0.849  C7 1.390, C9 1.382, H13 1.078
9 C 5.956 -1.888 1.074  C8 1.382, C10 1.385, H12 1.079
10 C 6.713 -0.758 0.815  C5 1.387, C9 1.385, H11 1.077
11 H 7.775 -0.759 0.999  C10 1.077
12 H 6.439 -2.768 1.468  C9 1.079
13 H 4.013 -2.786 1.058  C8 1.078
14 N 2.578 -0.759 0.108  C7 1.416, C15 1.399, C23 1.397
15 C 1.747 0.326 0.402  N14 1.399, O16 1.201, C17 1.484
16 O 2.097 1.365 0.893  C15 1.201
17 C 0.383 -0.103 0.003  C15 1.484, C18 1.377, C22 1.396
18 C -0.819 0.565 0.064  C17 1.377, C19 1.399, H42 1.079
19 C -1.965 -0.106 -0.375  C18 1.399, C20 1.394, C27 1.495
20 C -1.877 -1.399 -0.887  C19 1.394, C21 1.390, H26 1.080
21 C -0.658 -2.063 -0.957  C20 1.390, C22 1.380, H25 1.079
22 C 0.463 -1.403 -0.498  C17 1.396, C21 1.380, C23 1.484
23 C 1.880 -1.840 -0.437  N14 1.397, C22 1.484, O24 1.202
24 O 2.359 -2.886 -0.786  C23 1.202
25 H -0.585 -3.062 -1.356  C21 1.079
26 H -2.760 -1.895 -1.264  C20 1.080
27 C -3.255 0.647 -0.313  C19 1.495, O28 1.214, N29 1.361
28 O -3.307 1.856 -0.420  C27 1.214
29 N -4.352 -0.133 -0.112  C27 1.361, C30 1.389, H41 1.016
30 C -5.672 0.288 -0.010  N29 1.389, C31 1.352, C36 1.466
31 C -6.123 1.558 -0.113  C30 1.352, N32 1.368, H40 1.078
32 N -7.459 1.828 0.005  C31 1.368, C33 1.374, H39 1.010
33 C -8.425 0.876 0.230  N32 1.374, O34 1.204, N35 1.383
34 O -9.596 1.137 0.331  C33 1.204
35 N -7.928 -0.410 0.330  C33 1.383, C36 1.377, H38 1.015
36 C -6.614 -0.809 0.228  C30 1.466, N35 1.377, O37 1.214
37 O -6.277 -1.971 0.326  C36 1.214
38 H -8.616 -1.137 0.496  N35 1.015
39 H -7.786 2.781 -0.073  N32 1.010
40 H -5.459 2.389 -0.287  C31 1.078
41 H -4.261 -1.135 0.029  N29 1.016
42 H -0.892 1.576 0.434  C18 1.079
43 H 4.255 1.263 -0.327  C6 1.077
44 H 7.685 3.619 -1.062  C1 1.086
45 H 9.399 3.125 -0.989  C1 1.085
46 H 8.501 3.510 0.494  C1 1.088

Charges obtained by natural (NBO) population analysis, quoted in units of e: number 1, C, carries -0.713; number 2, C, carries 0.804; number 3, O, carries -0.575; number 4, O, carries -0.500; number 5, C, carries 0.290; number 6, C, carries -0.265; number 7, C, carries 0.219; number 8, C, carries -0.229; number 9, C, carries -0.190; number 10, C, carries -0.251; number 11, H, carries 0.245; number 12, H, carries 0.220; number 13, H, carries 0.231; number 14, N, carries -0.504; number 15, C, carries 0.677; number 16, O, carries -0.529; number 17, C, carries -0.067; number 18, C, carries -0.138; number 19, C, carries -0.119; number 20, C, carries -0.183; number 21, C, carries -0.152; number 22, C, carries -0.132; number 23, C, carries 0.687; number 24, O, carries -0.530; number 25, H, carries 0.239; number 26, H, carries 0.223; number 27, C, carries 0.665; number 28, O, carries -0.607; number 29, N, carries -0.589; number 30, C, carries -0.038; number 31, C, carries 0.038; number 32, N, carries -0.591; number 33, C, carries 0.778; number 34, O, carries -0.603; number 35, N, carries -0.624; number 36, C, carries 0.643; number 37, O, carries -0.606; number 38, H, carries 0.437; number 39, H, carries 0.431; number 40, H, carries 0.263; number 41, H, carries 0.434; number 42, H, carries 0.253; number 43, H, carries 0.244; number 44, H, carries 0.238; number 45, H, carries 0.237; number 46, H, carries 0.241